(1)
Entry from the OMol25 dataset: 6 unconnected molecules or ions with the total composition C45H98F3N5O6 (the ωB97M-V functional and the def2-TZVPD basis).

Properties
Spin multiplicity: 1
Highest occupied orbital energy in eV: -6.88
Orbital gap in eV: 3.52
E in Ha: -2797.20945
F_max in eV/Å: 4.8
LUMO in eV: -3.369
Net charge: +2
Energy above the lowest of the compared OMol25 structures with the same formula, charge and spin in kcal/mol: 3.1

Cartesian coordinates (Å):
N  -2.8690  -2.8789  -2.6308
O  -1.9778  -3.3878  -3.2650
O  -3.6069  -3.4152  -1.8183
O  -3.0691  -1.6799  -2.9095
C  -2.1450  -5.5878  -10.1321
C  -1.8459  -4.4929  -9.1184
C  -0.7718  -3.4169  -9.6040
C  -0.4701  -2.4914  -8.4313
N  0.2954  -1.1811  -8.7175
C  1.7430  -1.4851  -9.0857
C  2.4144  -1.7898  -7.7161
C  1.6821  -1.0570  -6.6416
C  0.5586  -0.3820  -7.4128
C  -0.3874  -0.3220  -9.8473
C  -1.8440  0.0300  -9.5429
C  -2.3803  1.0746  -10.5413
H  -2.1238  -5.2038  -11.1520
H  -3.1636  -5.9418  -9.9729
H  -1.4205  -6.4005  -10.0813
H  -1.4578  -5.0620  -8.2737
H  -2.7343  -4.0145  -8.7061
H  -1.1451  -2.9257  -10.5026
H  0.1306  -3.9570  -9.8904
H  -0.0111  -3.0349  -7.6054
H  -1.3427  -2.0249  -7.9741
H  2.1686  -0.6196  -9.5934
H  1.7797  -2.3721  -9.7181
H  3.4625  -1.4963  -7.6572
H  2.5201  -2.8547  -7.5090
H  2.3660  -0.3768  -6.1340
H  1.3739  -1.6689  -5.7938
H  0.7197  0.6599  -7.6895
H  -0.3439  -0.4874  -6.8107
H  -0.2012  -0.9505  -10.7182
H  0.2411  0.5587  -9.9790
H  -1.9320  0.2874  -8.4873
H  -2.5156  -0.8149  -9.6958
H  -2.2671  0.7139  -11.5637
H  -1.9496  2.0666  -10.4044
H  -3.4498  1.2413  -10.4131
C  -8.3611  3.0645  4.1393
C  -7.0254  2.6066  4.6780
C  -6.0108  1.9811  3.6174
C  -4.5835  1.6739  4.2396
N  -3.6107  0.9106  3.2377
C  -3.3910  1.7455  1.9253
C  -2.0053  1.4172  1.3934
C  -1.1647  0.6365  2.4790
C  -2.1461  0.7052  3.6652
C  -4.2117  -0.4783  2.9200
C  -4.7210  -1.3954  4.0526
C  -5.3298  -2.6978  3.4630
H  -8.9411  2.1997  3.8172
H  -8.3305  3.7983  3.3339
H  -8.8659  3.5144  4.9942
H  -7.2183  1.8208  5.4084
H  -6.4443  3.3642  5.2038
H  -5.9837  2.6295  2.7417
H  -6.4921  1.0481  3.3244
H  -4.5478  1.1054  5.1689
H  -4.0434  2.5722  4.5388
H  -4.1983  1.6447  1.1998
H  -3.3265  2.7895  2.2318
H  -2.0388  0.7760  0.5125
H  -1.4593  2.3279  1.1474
H  -1.1592  -0.4339  2.2729
H  -0.1655  0.9966  2.7241
H  -1.9998  -0.2051  4.2467
H  -1.8063  1.5778  4.2230
H  -3.5061  -1.0958  2.3643
H  -5.0515  -0.3230  2.2427
H  -5.4687  -0.9796  4.7279
H  -3.9031  -1.5573  4.7546
H  -4.6293  -3.1143  2.7391
H  -6.3478  -2.5503  3.1023
H  -5.2918  -3.5040  4.1956
C  -12.8560  0.3045  -7.0048
C  -12.4740  -1.0088  -6.3102
C  -10.9954  -1.1628  -5.9351
C  -10.7538  -2.3399  -4.9703
N  -9.3150  -2.4548  -4.2453
C  -8.2218  -2.7744  -5.3153
C  -8.2270  -4.3356  -5.4965
C  -8.9564  -4.8758  -4.2170
C  -9.1830  -3.6831  -3.3442
C  -8.9257  -1.2194  -3.4388
C  -9.9749  -0.7413  -2.3938
C  -9.6752  0.6784  -1.8130
H  -12.4001  1.1230  -6.4477
H  -13.9277  0.4572  -6.8771
H  -12.3303  0.2988  -7.9597
H  -12.7412  -1.8079  -7.0017
H  -13.0971  -1.0702  -5.4179
H  -10.6598  -0.1951  -5.5621
H  -10.4248  -1.2307  -6.8613
H  -10.8399  -3.2506  -5.5630
H  -11.4925  -2.4556  -4.1771
H  -7.2493  -2.4490  -4.9459
H  -8.4067  -2.0917  -6.1446
H  -7.2183  -4.7483  -5.4801
H  -8.6803  -4.6811  -6.4256
H  -8.3546  -5.6577  -3.7538
H  -9.9195  -5.3233  -4.4628
H  -8.2558  -3.5318  -2.7915
H  -9.9520  -3.9473  -2.6183
H  -8.9105  -0.3697  -4.1212
H  -7.9066  -1.3518  -3.0753
H  -9.9713  -1.4600  -1.5744
H  -10.9850  -0.8359  -2.7924
H  -8.5943  0.6316  -1.6800
H  -10.2966  1.1939  -1.0808
H  -9.7460  1.4664  -2.5627
C  1.5694  -7.6814  -3.4744
C  1.5336  -8.9593  -2.4801
N  0.3611  -8.9849  -1.4233
C  0.5792  -7.6002  -0.5955
C  -1.0884  -8.9149  -2.0734
C  -1.5230  -10.1293  -2.9651
C  0.5132  -10.2202  -0.4385
C  -0.6899  -10.6240  0.3809
O  -1.1647  -9.6534  1.2754
C  -0.2553  -9.5064  2.3961
H  2.3048  -7.6912  -4.2789
H  1.7810  -6.7106  -3.0262
H  0.6096  -7.5685  -3.9784
H  2.4626  -9.0187  -1.9132
H  1.3755  -9.8496  -3.0887
H  -0.3369  -7.5135  -0.0112
H  0.5074  -6.7317  -1.2503
H  1.4902  -7.5905  0.0028
H  -1.1131  -8.0590  -2.7478
H  -1.8507  -8.6974  -1.3253
H  -1.8149  -11.0294  -2.4242
H  -0.7855  -10.4220  -3.7124
H  -2.4904  -9.9092  -3.4165
H  1.4432  -9.9854  0.0793
H  0.9267  -11.0123  -1.0626
H  -0.4501  -11.5380  0.9242
H  -1.5778  -10.9009  -0.1875
H  -0.1128  -10.4408  2.9389
H  -0.6513  -8.7307  3.0516
H  0.7803  -9.2242  2.2062
C  -5.2061  4.5477  -4.5988
O  -3.8867  4.6356  -4.9773
O  -5.5345  5.7346  -3.9071
C  -6.0269  4.1460  -5.9127
F  -5.8088  5.0648  -6.8080
F  -5.8076  2.9524  -6.3978
F  -7.3378  4.1672  -5.6055
C  -2.7275  4.4659  -4.1461
C  -1.5649  4.9550  -4.9070
H  -0.6740  4.6190  -4.3765
H  -1.5405  4.4804  -5.8879
H  -1.4982  6.0384  -5.0058
H  -2.6191  3.3945  -3.9773
H  -2.6801  5.0685  -3.2391
H  -5.2554  3.7162  -3.8957

(2)
Entry from the OMol25 dataset: 12 unconnected molecules or ions with the total composition C46H105N3O19S7 (the ωB97M-V functional and the def2-TZVPD basis).

Properties
Spin multiplicity: 1
Structure (SMILES): O=S1(=O)CCCC1.O=S1(=O)CCCC1.O=S1(=O)CCCC1.O=S1(=O)CCCC1.O=S1(=O)CCCC1.O=S1(=O)CCCC1.O=S1(=O)CCCC1.COC[C@H](C)N.COC[C@H](C)N.COC[C@H](C)N.CC(C)O.CC(C)O
Highest occupied orbital energy in eV: -9.15
Orbital gap in eV: 9.29
E in Ha: -6196.44250
F_max in eV/Å: 3.5
LUMO in eV: 0.144
Energy above the lowest of the compared OMol25 structures with the same formula, charge and spin in kcal/mol: 132.8

Cartesian coordinates (Å):
O  2.8883  -3.4855  -9.7062
S  2.8536  -2.6276  -8.5717
O  2.4243  -1.2694  -8.7835
C  1.7629  -3.5206  -7.3174
C  2.5103  -3.5114  -6.0474
C  3.9640  -3.7868  -6.5221
C  4.3989  -2.7503  -7.5669
H  1.6522  -4.5642  -7.6120
H  0.7222  -3.2014  -7.3756
H  2.4096  -2.5243  -5.5962
H  2.0524  -4.1967  -5.3340
H  4.0836  -4.8008  -6.9036
H  4.6130  -3.7789  -5.6464
H  5.3018  -2.8251  -8.1730
H  4.4681  -1.8173  -7.0074
O  3.0109  5.9427  -2.9251
S  2.5854  5.4055  -4.2212
O  1.5812  4.3460  -4.2831
C  2.0859  6.7689  -5.3192
C  2.9238  6.5427  -6.6005
C  4.2641  6.0145  -6.2029
C  4.0619  4.9568  -5.2346
H  2.4929  7.6339  -4.7955
H  1.0088  6.6340  -5.4183
H  2.4123  5.7680  -7.1717
H  3.0736  7.4446  -7.1939
H  4.9285  6.7018  -5.6791
H  4.8335  5.6493  -7.0576
H  4.9083  4.7897  -4.5684
H  3.8460  3.9933  -5.6964
O  -4.7609  -0.6043  -7.2175
S  -5.3154  0.5478  -7.9245
O  -6.3255  1.3727  -7.3240
C  -3.8394  1.6178  -8.4789
C  -4.1539  2.1751  -9.8962
C  -4.7504  0.9317  -10.6455
C  -5.7143  0.1675  -9.7054
H  -3.0716  0.8598  -8.6342
H  -3.4872  2.3188  -7.7222
H  -4.8378  3.0188  -9.9886
H  -3.2424  2.5128  -10.3892
H  -3.9518  0.3247  -11.0720
H  -5.2951  1.3112  -11.5100
H  -5.8962  -0.9041  -9.7866
H  -6.7135  0.5754  -9.8578
O  -8.8526  2.7499  2.2874
S  -9.2178  2.3960  3.6572
O  -10.5170  2.7449  4.2009
C  -8.8196  0.6231  4.2083
C  -7.3996  0.6865  4.8709
C  -7.4283  1.9779  5.6475
C  -7.8841  3.1005  4.7460
H  -8.9750  -0.1535  3.4594
H  -9.5551  0.4470  4.9932
H  -7.2629  -0.2018  5.4876
H  -6.6856  0.8729  4.0686
H  -6.4609  2.1916  6.1018
H  -8.1364  1.8574  6.4674
H  -7.1184  3.4931  4.0770
H  -8.1900  4.0099  5.2631
O  1.3127  5.2228  7.9766
S  0.9841  6.1746  6.9213
O  -0.2361  6.0048  6.1117
C  1.0533  7.8003  7.7462
C  2.5625  8.0587  7.9193
C  3.2448  7.6234  6.6425
C  2.4432  6.4764  5.9232
H  0.5071  7.8103  8.6895
H  0.5069  8.4134  7.0295
H  2.7778  9.0856  8.2147
H  2.8723  7.4886  8.7951
H  4.2714  7.2847  6.7821
H  3.2657  8.5027  5.9987
H  2.8705  5.4756  5.8605
H  2.1027  6.8015  4.9401
O  -1.5184  -1.7165  12.6190
S  -1.6219  -2.6811  11.5523
O  -2.8241  -3.4860  11.3456
C  -1.0871  -1.8155  9.9018
C  0.3791  -2.2484  9.6988
C  0.4607  -3.6824  10.1283
C  -0.0830  -3.7986  11.5497
H  -1.4429  -0.7852  9.9008
H  -1.6153  -2.3732  9.1284
H  0.7701  -2.1678  8.6845
H  0.9981  -1.6338  10.3523
H  1.4155  -4.2083  10.1312
H  -0.1537  -4.2197  9.4059
H  0.6762  -3.3062  12.1573
H  -0.2952  -4.7232  12.0866
O  8.2500  -4.2739  4.5217
S  7.4998  -3.4184  3.5355
O  6.1027  -3.1763  3.7763
C  8.3712  -1.7174  3.2329
C  8.8123  -1.7752  1.7426
C  9.0408  -3.2510  1.3872
C  7.8002  -4.0416  1.8191
H  9.2332  -1.6690  3.8984
H  7.7072  -0.9094  3.5402
H  8.1735  -1.3849  0.9503
H  9.6827  -1.1353  1.5980
H  9.9399  -3.6928  1.8168
H  9.1236  -3.4356  0.3161
H  7.9607  -5.1186  1.7697
H  6.8553  -3.8857  1.2985
C  -4.9817  10.5615  -3.9943
O  -4.7716  9.1502  -4.1064
C  -5.8578  8.3586  -4.5918
C  -6.3653  7.4880  -3.4492
C  -5.3309  6.5156  -2.9271
N  -7.6119  6.7858  -3.7311
H  -3.9948  11.0007  -3.8487
H  -5.8299  10.8675  -3.3818
H  -5.2870  10.8620  -4.9966
H  -6.6413  9.0074  -4.9833
H  -5.5416  7.5933  -5.3006
H  -6.6455  8.1443  -2.6252
H  -4.4061  7.0749  -2.7858
H  -5.1426  5.6118  -3.5065
H  -5.5726  6.1091  -1.9450
H  -7.6031  6.1050  -2.9851
H  -7.5634  6.1737  -4.5330
C  -6.5659  -11.0117  -3.9759
O  -6.4051  -10.0080  -2.9116
C  -5.4175  -9.0175  -3.2972
C  -5.3906  -7.7796  -2.3588
C  -6.6892  -6.9797  -2.2387
N  -4.3286  -6.8529  -2.7225
H  -7.2342  -11.7905  -3.6087
H  -5.6261  -11.5316  -4.1619
H  -6.9179  -10.5087  -4.8765
H  -4.4227  -9.4475  -3.4139
H  -5.6777  -8.5740  -4.2583
H  -5.0365  -8.2103  -1.4222
H  -7.4642  -7.6994  -1.9752
H  -7.0037  -6.5448  -3.1874
H  -6.6674  -6.1206  -1.5681
H  -4.0684  -6.1663  -2.0290
H  -4.7363  -6.2173  -3.3933
C  4.4256  -10.1654  4.4273
O  3.7617  -10.9889  3.4637
C  3.4918  -10.3492  2.1595
C  2.3588  -9.2676  2.2322
C  1.1039  -9.8509  2.8931
N  2.1463  -8.7177  0.9714
H  4.4539  -10.7952  5.3164
H  3.8900  -9.2410  4.6434
H  5.4588  -9.9980  4.1229
H  4.4147  -10.0070  1.6912
H  3.2873  -11.2608  1.5980
H  2.6578  -8.4305  2.8631
H  1.4260  -10.7253  3.4586
H  0.2785  -10.1971  2.2711
H  0.7095  -9.0699  3.5432
H  1.6640  -7.8329  1.0395
H  1.4945  -9.3659  0.5529
C  0.9982  -0.0896  0.8544
C  -0.3092  -0.8957  1.0757
C  -1.4253  -0.5658  0.0242
O  0.1105  -2.2182  1.1048
H  1.7242  -0.1831  1.6621
H  0.5522  0.8994  0.7491
H  1.4459  -0.3574  -0.1027
H  -0.6635  -0.6311  2.0719
H  -1.0250  -0.8421  -0.9513
H  -1.7298  0.4783  0.0966
H  -2.3143  -1.1516  0.2579
H  0.7838  -2.2881  1.7856
C  8.2286  7.3611  1.1947
C  8.7220  5.9626  1.4169
C  9.6871  5.7605  2.5975
O  7.4995  5.2427  1.7428
H  7.6253  7.4712  0.2936
H  9.1336  7.9638  1.1189
H  7.6749  7.7004  2.0702
H  9.1416  5.5600  0.4949
H  10.1313  4.7726  2.7199
H  9.1514  5.9610  3.5253
H  10.4880  6.4997  2.5809
H  6.7310  5.4588  1.2095

Question: Which of these has the highest energy above the lowest of the compared OMol25 structures with the same formula, charge and spin?
Answer: C46H105N3O19S7

Question: Look up the F_max of the first one.
Answer: 4.8 eV/Å